No. 1
Formula: C3H7N3O
Source: OMol25
Level of theory: wB97M-V/def2-TZVPD

Computed properties:
- 2S+1: 1
- Energy above the lowest of the compared OMol25 structures with the same formula, charge and spin: 1.389 eV
- LUMO level: 0.737 eV
- HOMO-LUMO gap: 9.07 eV

Each line ends with the Mulliken charge.
Element x y z (Å)
C  0.5714  -1.7087  1.1498  -0.764
N  -0.3286  -1.2312  0.1430  -0.494
C  -0.6390  -0.0776  -0.2967  0.243
N  -1.9580  0.1830  -0.4946  -0.388
C  0.1098  1.2079  -0.7341  0.672
N  1.4454  1.3709  -0.7357  -0.377
O  -0.5795  2.1389  -1.1421  -0.677
H  -0.0452  -2.2155  1.9274  0.263
H  1.1414  -0.9340  1.6843  0.290
H  1.3026  -2.4417  0.7959  0.259
H  -2.2894  1.1088  -0.7449  0.255
H  -2.5643  -0.4375  0.0032  0.266
H  2.1801  0.7763  -0.3923  0.212
H  1.6533  2.2606  -1.1632  0.240

No. 2
Formula: C10H14F9O4Tc
Source: OMol25
Level of theory: wB97M-V/def2-TZVPD

Computed properties:
- 2S+1: 2
- Total charge: +3
- Energy above the lowest of the compared OMol25 structures with the same formula, charge and spin: 0.804 eV
- LUMO level (alpha / beta): -15.499 / -14.957 eV
- HOMO-LUMO gap (alpha / beta): 7.13 / 7.75 eV

Each line ends with the Mulliken spin population.
Element x y z (Å)
Tc  -0.1573  0.1459  -0.0996  0.932
C  -1.9548  2.5982  -1.0245  -0.008
O  -1.1456  1.9747  0.0167  -0.019
C  -1.1423  2.6529  1.3094  0.006
C  -0.9797  1.5982  2.3956  0.002
O  -0.1233  0.5227  1.9047  0.019
C  1.2044  0.2911  2.4634  -0.006
C  2.2115  1.0152  1.5832  0.009
O  1.7522  0.8763  0.2040  -0.004
C  2.7576  1.0808  -0.8304  -0.002
H  -3.0029  2.6326  -0.7238  -0.001
H  -1.6079  3.6179  -1.2025  -0.002
H  -1.8560  2.0214  -1.9426  0.008
H  -0.3306  3.3844  1.3114  -0.002
H  -2.0815  3.1887  1.4497  0.001
H  -0.5565  2.0360  3.2986  0.000
H  -1.9409  1.1492  2.6487  0.000
H  1.2566  0.6183  3.5009  0.001
H  1.3631  -0.7874  2.4351  -0.001
H  2.2828  2.0799  1.8164  0.000
H  3.1983  0.5631  1.6959  0.001
H  3.5654  0.3556  -0.7205  0.002
H  2.2851  0.9631  -1.8034  -0.001
H  3.1770  2.0850  -0.7462  -0.001
F  -0.5081  -4.6357  -2.0469  0.000
C  0.2359  -3.9618  -1.1958  0.005
F  0.1612  -4.4775  0.0183  0.000
F  1.4908  -3.9054  -1.5930  0.000
C  -0.3322  -2.4723  -1.1343  0.001
O  0.4630  -1.6601  -0.3510  0.064
C  -1.7468  -2.4483  -0.4830  -0.014
F  -1.7153  -2.8174  0.7649  -0.001
F  -1.9989  -0.9780  -0.4028  0.004
F  -2.7118  -2.9707  -1.1320  -0.001
C  -0.3782  -1.8326  -2.5776  0.009
F  -0.3491  -0.3936  -2.2960  -0.002
F  0.6843  -2.0622  -3.2754  0.001
F  -1.4696  -2.0481  -3.2356  0.002

No. 3
Formula: C5H11N6
Source: OMol25
Level of theory: wB97M-V/def2-TZVPD

Computed properties:
- 2S+1: 1
- Total charge: +1
- Energy above the lowest of the compared OMol25 structures with the same formula, charge and spin: 5.318 eV
- LUMO level: -4.274 eV
- HOMO-LUMO gap: 7.81 eV

Each line ends with the Mulliken charge.
Element x y z (Å)
C  -2.4423  1.2364  0.3011  -0.594
C  -1.9062  0.0360  -0.1377  0.332
C  -0.2157  1.5393  0.2544  -0.511
C  0.4252  -0.6767  -0.6186  -0.922
C  1.8513  -1.0614  1.4125  -0.674
N  -0.5392  0.3368  -0.2307  0.254
N  -1.4111  2.1162  0.5205  0.015
N  2.0192  0.8203  0.0465  -0.255
N  1.6095  -0.3810  0.1100  0.592
N  -2.4305  -1.2967  -0.3581  -0.603
N  2.1399  1.3880  -1.1140  -0.246
H  -3.4939  1.4604  0.3468  0.395
H  -0.2026  -1.6619  -0.2740  0.499
H  0.6917  -0.7013  -1.6654  0.235
H  2.9041  -0.9692  1.6151  0.305
H  1.2428  -0.5042  2.1535  0.314
H  1.5608  -2.1677  1.2630  0.307
H  -1.5749  3.1324  0.4741  0.317
H  -3.5051  -1.2316  -0.3075  0.334
H  -2.1853  -1.5703  -1.3044  0.272
H  1.5362  1.0589  -1.8330  0.282
H  2.3056  2.3707  -0.8421  0.352

No. 4
Formula: C9H8OS2
Source: OMol25
Level of theory: wB97M-V/def2-TZVPD

Computed properties:
- 2S+1: 1
- Energy above the lowest of the compared OMol25 structures with the same formula, charge and spin: 2.643 eV
- LUMO level (alpha / beta): -1.495 / -1.497 eV
- HOMO-LUMO gap (alpha / beta): 6.21 / 6.20 eV

Each line ends with the Mulliken charge.
Element x y z (Å)
C  -0.5180  2.5114  -0.3922  -1.356
C  -1.1062  1.1894  -0.0659  1.457
S  -2.7472  1.2605  0.4853  -0.153
C  -0.4597  -0.0091  -0.0599  0.638
C  -1.1331  -1.2615  0.1834  -0.966
C  -0.4803  -2.4440  0.1728  -0.730
C  0.8814  -2.5035  -0.0332  -0.416
C  1.6283  -1.4050  -0.0553  -0.742
C  0.9997  -0.1392  -0.1119  1.076
S  1.8611  1.1144  1.4721  -0.224
C  1.8833  1.0167  -0.2287  -0.340
O  2.3434  1.5289  -1.1961  -0.573
H  -0.2571  2.9489  0.7065  0.339
H  -1.2210  3.3235  -0.8871  0.385
H  0.3270  2.4851  -1.0813  0.346
H  -2.7298  0.0523  0.8875  0.104
H  -2.2895  -1.3604  0.3219  0.061
H  -1.0215  -3.4276  0.2261  0.301
H  1.3539  -3.4793  -0.0807  0.381
H  2.6853  -1.4015  -0.2633  0.412

No. 5
Formula: C3H7F2N
Source: OMol25
Level of theory: wB97M-V/def2-TZVPD

Computed properties:
- 2S+1: 1
- Energy above the lowest of the compared OMol25 structures with the same formula, charge and spin: 3.234 eV
- LUMO level: 0.922 eV
- HOMO-LUMO gap: 9.90 eV

Each line ends with the Mulliken charge.
Element x y z (Å)
N  -1.4297  -0.7384  0.6008  -0.735
C  -0.2009  -0.1386  1.2446  -0.325
C  0.3799  0.8494  0.1652  0.075
F  -0.3574  2.0041  -0.2714  -0.342
C  0.7791  0.3053  -1.2694  -0.310
F  -0.0045  -0.7961  -1.4782  -0.327
H  -1.7035  -1.6756  1.0635  0.227
H  -1.4012  -1.0753  -0.4997  0.323
H  0.5612  -0.8612  1.0604  0.283
H  -0.3850  0.3501  2.2171  0.334
H  1.3695  1.0986  0.6886  0.272
H  1.7052  -0.3305  -1.4921  0.190
H  0.6873  1.0082  -2.0293  0.337

No. 6
Formula: C4H2O2Sc
Source: OMol25
Level of theory: wB97M-V/def2-TZVPD

Computed properties:
- 2S+1: 1
- Total charge: +1
- Energy above the lowest of the compared OMol25 structures with the same formula, charge and spin: 3.662 eV
- LUMO level (alpha / beta): -6.394 / -6.541 eV
- HOMO-LUMO gap (alpha / beta): 5.66 / 5.55 eV

Each line ends with the Mulliken charge.
Element x y z (Å)
O  -2.5082  0.9067  0.6528  -0.423
C  -1.3378  0.7868  0.2733  -0.095
H  -0.7380  1.6960  0.0370  0.263
C  1.3565  -0.2223  -0.5802  -0.661
C  0.2958  -1.0625  -0.3665  0.096
C  -0.5238  -0.3849  0.4698  0.436
O  -1.0595  -1.8618  0.4603  -0.246
Sc  3.1389  -0.1322  0.6195  1.219
H  1.3761  0.2742  -1.5660  0.410

no.,energy (eV)
1,-9741.64419
2,-45408.55499
3,-14293.14218
4,-33177.55937
5,-10146.80696
6,-28956.08015